[1]
C8H12 | ωB97M-V/def2-TZVPD

Last column: Löwdin charge in e.
Positions of all 20 atoms, in Å:
C (1.938294, -0.810029, 0.309281)  -0.082
C (1.881372, 0.697512, -0.264478)  -0.136
C (0.429453, 0.784043, 0.207162)  -0.260
C (-1.047490, 1.013588, -0.054790)  -0.186
C (-1.580039, 0.053713, 1.062838)  -0.080
C (-1.084015, -1.051224, 0.040812)  -0.181
C (-1.481311, -0.119800, -1.050521)  -0.124
C (0.463591, -0.706595, -0.032313)  -0.276
H (2.233063, -0.731721, 1.380116)  0.109
H (2.594782, -1.418633, -0.370882)  0.113
H (2.682347, 1.464734, 0.146845)  0.131
H (2.023853, 0.654833, -1.354606)  0.100
H (0.532770, 1.040176, 1.243506)  0.123
H (-1.341138, 1.994613, -0.206489)  0.105
H (-2.675894, 0.100762, 1.139438)  0.105
H (-1.226511, 0.005154, 2.120152)  0.119
H (-1.473333, -2.061064, -0.032585)  0.126
H (-0.929768, -0.085908, -1.937968)  0.095
H (-2.539680, -0.105941, -1.291984)  0.118
H (0.599656, -0.718217, -1.053532)  0.081

Atoms 1-2, force components in eV/Å:
C 1.3 1.4 0.0
C 2.9 1.7 -0.1

Calculated values
Total charge: 0
Relative energy (zero: lowest compared OMol25 entry of this formula, charge and spin) (eV): 3.513
HOMO level (eV): -9.19

[2]
C27H69O16P | ωB97M-V/def2-TZVPD

Last column: Löwdin charge in e.
Positions of all 113 atoms, in Å:
C (6.812004, -2.113648, -1.165735)  -0.070
O (6.419370, -1.687953, 0.146192)  -0.254
P (5.186836, -0.698646, 0.416913)  0.443
O (4.952824, 0.497526, -0.392118)  -0.221
O (3.887938, -1.663076, 0.531637)  -0.241
C (3.989535, -3.046729, 0.931371)  -0.081
O (5.442404, -0.254397, 1.979577)  -0.220
C (6.231310, -1.010266, 2.898485)  -0.106
H (6.391049, -1.344549, -1.825750)  0.084
H (6.400151, -3.069939, -1.476994)  0.091
H (7.882983, -1.998225, -1.308915)  0.092
H (3.328080, -3.007994, 1.799997)  0.091
H (4.984076, -3.369543, 1.226336)  0.080
H (3.505142, -3.795456, 0.306139)  0.084
H (6.457576, -2.002498, 2.512903)  0.071
H (5.711920, -1.055173, 3.854218)  0.089
H (7.173720, -0.492934, 3.085060)  0.088
C (3.361678, -6.291508, 3.009601)  -0.098
O (2.450907, -5.577454, 2.189678)  -0.202
C (1.376072, -6.356767, 1.724465)  -0.213
C (0.394453, -5.586039, 0.841918)  -0.216
O (-0.183092, -4.530458, 1.577695)  -0.160
C (-0.895852, -3.665736, 0.711848)  -0.108
H (3.010192, -7.265869, 3.358334)  0.085
H (3.550419, -5.742086, 3.933284)  0.087
H (4.273257, -6.399140, 2.420724)  0.087
H (0.888740, -6.771540, 2.615426)  0.127
H (1.732118, -7.220116, 1.144402)  0.126
H (-0.332323, -6.318796, 0.465184)  0.126
H (0.866792, -5.237393, -0.083926)  0.122
H (-1.866112, -4.095775, 0.445360)  0.091
H (-0.372400, -3.323598, -0.186058)  0.085
H (-1.067951, -2.746160, 1.277705)  0.074
C (-0.229421, 4.790012, -8.095931)  -0.113
O (0.368361, 4.017398, -7.076318)  -0.167
C (-0.150293, 2.713295, -7.056947)  -0.237
C (0.337020, 2.056634, -5.782528)  -0.199
O (-0.048805, 0.693538, -5.678813)  -0.171
C (0.348484, 0.160289, -4.452350)  -0.134
H (-0.164424, 4.252212, -9.048686)  0.087
H (0.241036, 5.765113, -8.172142)  0.087
H (-1.308926, 4.915275, -7.951111)  0.086
H (0.076039, 2.039773, -7.898457)  0.129
H (-1.243027, 2.696608, -7.165542)  0.125
H (-0.116970, 2.617701, -4.958989)  0.130
H (1.428661, 2.061129, -5.727962)  0.132
H (0.032126, -0.872066, -4.318763)  0.091
H (-0.097548, 0.662264, -3.583109)  0.069
H (1.423719, 0.250858, -4.253821)  0.092
C (-5.815960, 2.236169, -3.264666)  -0.119
O (-4.614099, 2.192304, -2.533278)  -0.192
C (-4.674148, 2.849588, -1.267078)  -0.197
C (-5.177671, 2.065872, -0.062867)  -0.209
O (-4.319672, 0.997394, 0.241086)  -0.185
C (-4.709832, -0.255034, -0.306311)  -0.097
H (-5.709364, 1.711461, -4.211534)  0.088
H (-6.087751, 3.275197, -3.487899)  0.086
H (-6.651826, 1.793522, -2.711937)  0.083
H (-5.268374, 3.764595, -1.364865)  0.126
H (-3.603330, 3.002153, -1.107794)  0.120
H (-6.202482, 1.829914, -0.384427)  0.121
H (-5.177182, 2.713555, 0.813277)  0.130
H (-5.752560, -0.419215, -0.018658)  0.094
H (-4.114214, -1.049134, 0.139137)  0.065
H (-4.633033, -0.351509, -1.391599)  0.089
C (-3.241042, 0.293661, 5.952285)  -0.107
O (-2.573219, 0.803276, 4.811037)  -0.183
C (-3.367778, 0.703993, 3.637941)  -0.201
C (-3.394292, -0.694311, 3.053121)  -0.217
O (-4.497478, -1.426164, 3.548701)  -0.175
C (-4.301439, -2.811453, 3.407807)  -0.114
H (-3.122315, -0.793735, 6.011889)  0.083
H (-4.303061, 0.521686, 6.048366)  0.091
H (-2.697364, 0.681873, 6.814787)  0.085
H (-2.983452, 1.423961, 2.914114)  0.119
H (-4.402851, 1.034824, 3.781631)  0.128
H (-2.466723, -1.166191, 3.410266)  0.121
H (-3.240633, -0.673327, 1.970637)  0.093
H (-5.260424, -3.290915, 3.626833)  0.087
H (-3.586747, -3.239718, 4.114752)  0.092
H (-4.125399, -3.068609, 2.357934)  0.083
C (-1.332565, -0.458678, -1.030978)  -0.084
O (0.001090, -0.783231, -1.437557)  -0.221
C (1.015038, 0.105828, -1.021494)  -0.191
C (1.324867, 0.078605, 0.483742)  -0.202
O (0.309921, 0.647563, 1.279410)  -0.216
C (0.420204, 0.359187, 2.650726)  -0.092
H (-1.249732, -0.714795, 0.031022)  0.067
H (-2.004596, -1.199009, -1.463221)  0.087
H (-1.688488, 0.556954, -1.209697)  0.095
H (0.715491, 1.075858, -1.437682)  0.120
H (1.933250, -0.292230, -1.458757)  0.128
H (2.229293, 0.690617, 0.587602)  0.113
H (1.561145, -0.974069, 0.660259)  0.117
H (0.177067, -0.695651, 2.826832)  0.086
H (-0.261634, 1.004704, 3.201562)  0.079
H (1.438215, 0.546201, 3.016004)  0.092
C (3.429978, 3.638712, -0.089029)  -0.091
O (3.163960, 4.554143, 0.951246)  -0.169
C (2.291282, 4.102662, 1.939698)  -0.208
C (0.848103, 3.748446, 1.526206)  -0.183
O (0.293978, 4.899503, 0.883625)  -0.181
C (-0.792245, 4.605895, 0.054634)  -0.130
H (3.930922, 2.785532, 0.383454)  0.073
H (4.177404, 4.114560, -0.723162)  0.092
H (2.580796, 3.334314, -0.704715)  0.085
H (2.238573, 4.786907, 2.785679)  0.124
H (2.725246, 3.188312, 2.373786)  0.117
H (0.216106, 3.525079, 2.386781)  0.128
H (0.883864, 2.941679, 0.793394)  0.090
H (-1.261010, 5.551485, -0.215950)  0.088
H (-1.598685, 4.014876, 0.513160)  0.078
H (-0.480967, 4.026257, -0.822753)  0.085

Atoms 1-2, force components in eV/Å:
C -0.8 1.9 -1.0
O -0.1 0.0 0.4

Calculated values
Total charge: 0
HOMO level (eV): -9.08

[3]
C7H9IO2 | ωB97M-V/def2-TZVPD

Last column: Löwdin charge in e.
Positions of all 19 atoms, in Å:
C (-2.494686, -0.794214, 2.295862)  -0.299
C (-2.329820, -2.281995, 2.278569)  -0.191
C (-1.075097, -2.758077, 2.320170)  -0.220
C (0.011394, -0.497617, 0.638677)  -0.438
C (1.022757, -0.339604, -0.243232)  -0.559
C (1.697371, 1.672802, -1.599646)  -0.099
C (1.116199, 0.240665, -1.589962)  -0.259
O (2.242854, -0.834721, 0.233380)  -0.027
O (-0.061214, -3.200358, 2.582102)  0.221
I (-1.947545, 0.105389, 0.082315)  1.131
H (-3.623447, -0.576344, 2.417407)  0.091
H (-1.796426, -0.315056, 2.835836)  0.001
H (-3.148273, -2.967437, 1.846467)  0.141
H (2.718261, 1.704389, -1.031668)  0.117
H (1.127745, 2.420325, -1.067331)  0.055
H (1.673662, 1.946338, -2.641448)  0.058
H (0.186371, 0.161999, -2.120401)  0.070
H (1.755643, -0.216262, -2.374803)  0.120
H (2.053295, -1.537906, 0.880866)  0.088

Atoms 1-2, force components in eV/Å:
C -4.5 -3.7 -2.5
C -1.2 0.7 -1.4

Calculated values
Total charge: 0
Relative energy (zero: lowest compared OMol25 entry of this formula, charge and spin) (eV): 3.850
HOMO level (eV): -7.83

[4]
C18H17AsN10O5W | ωB97M-V/def2-TZVPD

Last column: Löwdin charge in e.
Positions of all 52 atoms, in Å:
W (0.129960, -0.214364, -0.317784)  1.800
O (-2.710047, 2.813348, 4.215559)  0.192
C (-2.183901, 2.130276, 3.234173)  -0.219
C (-2.843199, 1.867743, 2.011337)  0.144
C (-2.159940, 1.154281, 1.069500)  -0.141
N (-0.917971, 0.698835, 1.267508)  -0.022
C (-0.288960, 0.939963, 2.431483)  -0.144
C (-0.871102, 1.640831, 3.441605)  0.158
C (1.077742, 0.330862, 2.425015)  -0.416
O (1.853308, 0.238218, 3.297815)  0.265
O (1.295847, -0.214582, 1.136814)  -0.241
C (-2.639405, 0.798517, -0.302194)  -0.398
O (-3.686010, 0.984494, -0.793125)  0.268
O (-1.578880, 0.152896, -0.974326)  -0.204
H (-3.602090, 3.150763, 4.038520)  0.165
H (-3.844458, 2.225885, 1.805107)  0.161
H (-0.352252, 1.836739, 4.371256)  0.168
N (1.815170, 0.216772, -3.490985)  0.216
C (1.853358, 1.182701, -2.544387)  -0.378
N (2.248316, 2.417302, -2.636621)  0.128
N (2.001469, 2.960913, -1.423407)  0.028
N (1.503393, 2.129437, -0.598703)  -0.014
N (1.394302, 0.921522, -1.286185)  -0.166
C (1.177153, -0.960121, -3.227643)  -0.370
N (0.994631, -1.923279, -4.081329)  0.123
N (0.276754, -2.848323, -3.424783)  0.035
N (0.035786, -2.489554, -2.236778)  -0.129
N (0.602189, -1.257514, -2.011224)  -0.176
H (2.133991, 0.400884, -4.434809)  0.191
C (-0.641166, -2.579125, 2.261004)  -0.217
As (-0.323063, -2.790585, 0.357234)  1.186
C (1.350206, -3.732125, 0.252078)  -0.203
C (-1.857371, -3.790255, -0.361994)  -0.246
C (-2.227974, -4.823941, 0.647981)  -0.343
C (-3.260700, -4.589403, 1.554597)  -0.060
C (-3.574894, -5.541069, 2.510731)  -0.051
C (-2.855384, -6.728676, 2.572112)  -0.044
C (-1.831927, -6.972286, 1.665647)  -0.045
C (-1.517408, -6.023155, 0.705546)  -0.048
H (-0.861131, -3.574817, 2.647642)  0.054
H (-1.500171, -1.939242, 2.454365)  0.043
H (0.258039, -2.202078, 2.744482)  0.040
H (1.221349, -4.679773, 0.775495)  0.054
H (2.116541, -3.146753, 0.758374)  0.051
H (1.609454, -3.911131, -0.784211)  0.041
H (-1.485197, -4.187332, -1.303630)  0.079
H (-2.650516, -3.072071, -0.564763)  0.090
H (-3.838589, -3.673448, 1.493932)  0.117
H (-4.389644, -5.367217, 3.200614)  0.117
H (-3.106281, -7.472377, 3.316064)  0.119
H (-1.291309, -7.908468, 1.696805)  0.119
H (-0.743420, -6.230519, -0.025614)  0.121

Atoms 1-2, force components in eV/Å:
W 0.5 -0.1 -0.1
O 0.0 0.0 0.0

Calculated values
Total charge: +2
Relative energy (zero: lowest compared OMol25 entry of this formula, charge and spin) (eV): 0.032
HOMO level (eV): -14.63

[5]
C7H9F3N3O | ωB97M-V/def2-TZVPD

Last column: Löwdin charge in e.
Positions of all 23 atoms, in Å:
F (4.560651, -0.641771, -1.570973)  0.175
C (4.153898, 0.334564, -0.760322)  -0.586
F (4.524676, 0.025455, 0.496717)  0.168
F (4.753591, 1.466150, -1.121922)  0.177
C (2.628739, 0.467227, -0.740993)  -0.046
C (2.059602, 1.711302, -0.513406)  0.060
C (0.692798, 1.763090, -0.482863)  0.005
N (-0.032287, 0.662032, -0.647239)  0.120
C (0.504581, -0.532075, -0.873545)  -0.001
C (1.863273, -0.675127, -0.918319)  0.059
H (2.660793, 2.598924, -0.350763)  0.148
H (0.204115, 2.717549, -0.313307)  0.157
H (-1.055817, 0.727078, -0.588957)  0.141
H (-0.140480, -1.392012, -1.016485)  0.153
H (2.315335, -1.649397, -1.072642)  0.149
C (-3.323915, -0.705348, 1.082112)  -0.648
O (-2.387333, -0.117312, 0.533815)  -0.020
N (-3.885683, -0.251295, 2.226087)  0.174
N (-3.857374, -1.845998, 0.580089)  0.171
H (-4.646965, -0.709406, 2.691150)  0.110
H (-3.511582, 0.592365, 2.621100)  0.114
H (-3.462734, -2.206800, -0.268629)  0.109
H (-4.617882, -2.339193, 1.009294)  0.110

Atoms 1-2, force components in eV/Å:
F -0.1 0.1 0.0
C -0.3 -0.1 0.5

Calculated values
Total charge: +1
Relative energy (zero: lowest compared OMol25 entry of this formula, charge and spin) (eV): 0.000
HOMO level (eV): -13.51

[6]
C4H11NOS | ωB97M-V/def2-TZVPD

Last column: Löwdin charge in e.
Positions of all 18 atoms, in Å:
C (-0.710675, 2.196312, -1.191365)  -0.021
N (-1.132790, 1.419223, -0.046619)  0.124
C (-0.383589, 0.293460, 0.414638)  -0.305
C (-0.210262, -0.580230, -0.863303)  -0.529
S (0.053921, -2.366275, -0.671924)  0.826
C (1.022408, 0.827457, 0.854359)  -0.151
O (1.267505, 0.530824, 2.280756)  -0.032
H (-0.848312, 3.258406, -0.996062)  0.122
H (0.373659, 2.168150, -1.298460)  0.100
H (-1.181389, 1.950495, -2.182958)  0.148
H (-2.143314, 1.358523, 0.012423)  0.180
H (-0.998052, -0.299326, 1.132988)  0.177
H (0.542903, -0.159966, -1.590904)  0.106
H (-1.197420, -0.637037, -1.336695)  0.069
H (0.494604, -2.358853, 0.583789)  -0.138
H (1.896120, 0.409081, 0.381601)  0.130
H (1.151736, 1.905122, 0.727528)  0.128
H (0.881499, -0.348343, 2.171902)  0.064

Atoms 1-2, force components in eV/Å:
C 1.1 0.8 -0.3
N -0.8 -0.4 -1.6

Calculated values
Total charge: +1
Relative energy (zero: lowest compared OMol25 entry of this formula, charge and spin) (eV): 2.055
HOMO level (alpha / beta) (eV): -13.61 / -13.47
<S²>: 0.756
Multiplicity: 2